This record from OMol25 describes a structure of composition C23H25N2NdO2 in a non-equilibrium geometry. The level of theory is wB97M-V/def2-TZVPD.

XYZ file:
```
53
Properties=species:S:1:pos:R:3:mulliken_spin:R:1
C -1.927 -0.472 -1.454 -0.005
C -0.697 -0.741 -2.121 -0.006
C -0.138 -1.925 -1.565 0.007
H -0.275 -0.164 -2.942 0.001
C -1.017 -2.381 -0.537 -0.012
C -2.127 -1.489 -0.479 -0.002
H -0.887 -3.283 0.062 0.003
C 0.716 2.656 0.139 0.002
C 0.565 2.132 -1.178 -0.002
C 1.635 1.214 -1.415 0.002
H -0.199 2.408 -1.905 0.002
C 2.412 1.130 -0.220 0.001
C 1.842 2.031 0.743 -0.010
H 0.759 -2.437 -1.912 0.000
H -2.984 -1.586 0.188 0.001
H -2.612 0.344 -1.691 0.001
H 2.235 2.207 1.750 0.000
H 1.849 0.664 -2.336 0.001
H 0.099 3.425 0.613 0.001
Nd 0.123 -0.078 0.346 3.014
C 3.498 0.124 0.071 -0.009
C 4.490 0.753 1.055 -0.001
C 4.216 -0.296 -1.213 0.000
H 4.864 1.703 0.648 0.000
H 5.323 0.066 1.219 0.000
H 4.019 0.939 2.027 0.000
H 4.577 0.593 -1.746 0.000
H 3.565 -0.867 -1.887 0.000
H 5.074 -0.924 -0.953 0.000
C 2.787 -1.130 0.682 0.015
C 3.739 -2.175 1.258 -0.001
H 2.191 -1.628 -0.115 -0.002
H 2.140 -0.831 1.550 -0.004
O 4.854 -1.875 1.669 0.000
N 3.349 -3.486 1.309 0.000
C 2.070 -4.122 1.014 0.000
H 4.045 -4.090 1.726 0.000
C 1.968 -4.620 -0.413 0.000
C 0.822 -5.324 -0.795 0.000
H 0.082 -5.576 -0.031 0.000
C 0.628 -5.678 -2.130 0.000
H -0.296 -6.176 -2.425 0.000
C 1.613 -5.383 -3.081 0.000
H 1.458 -5.648 -4.128 0.000
C 2.798 -4.756 -2.685 0.000
H 3.587 -4.541 -3.406 0.000
C 2.984 -4.388 -1.345 0.000
H 3.917 -3.924 -1.020 0.000
H 1.222 -3.453 1.254 0.001
H 1.992 -4.981 1.699 0.000
O -3.267 2.704 0.888 0.000
C -2.433 1.885 1.109 0.001
N -1.582 1.046 1.338 0.001
```

Its orbital gap (alpha / beta) is 7.90 / 8.00 eV. Its multiplicity is 4. The expectation value of S² is 3.755. The calculation puts the energy relative to the best compared isomer or geometry (same formula, charge and spin) at 8.1 kcal per mole. For the molar mass, the calculation gives 505.705 g/mol.